one.
{"formula": "C4H7N3", "method": "ωB97M-V/def2-TZVPD", "homo_ev": -7.8287, "gap_ev": 8.745, "elements": ["C", "C", "N", "C", "N", "H", "H", "H", "H", "H", "H", "C", "N", "H"], "coordinates": [[-0.98845, -1.31021, 0.38108], [-0.51005, 0.07594, 0.03812], [-0.74198, 1.05099, 1.03234], [-0.20969, 0.38918, -1.21953], [0.23551, 0.72918, -2.30639], [-0.91521, -1.97178, -0.47806], [-2.02153, -1.27202, 0.72296], [-0.37828, -1.71793, 1.18827], [-0.31913, 1.94306, 0.80806], [-0.40688, 0.73568, 1.93684], [-0.37262, 1.18558, -2.98518], [2.15357, 0.03026, 0.27113], [2.21429, 0.25271, 1.39376], [2.26045, -0.12065, -0.78340]], "lowdin_charge": [-0.05, -0.46, 0.07, -0.18, 0.13, 0.08, 0.08, 0.07, 0.09, 0.08, 0.07, -0.10, 0.07, 0.06]}

---

two.
{"formula": "C4H7N3", "method": "ωB97M-V/def2-TZVPD", "homo_ev": -9.2305, "gap_ev": 10.297, "elements": ["C", "N", "C", "N", "C", "N", "C", "H", "H", "H", "H", "H", "H", "H"], "coordinates": [[-0.78227, -0.16658, 1.96051], [-0.74948, 0.68133, 1.03182], [0.46193, 0.52587, 0.18272], [1.29131, -0.52722, 0.53366], [1.83271, -1.16704, -0.41646], [-0.05557, 0.36226, -1.33921], [-1.12318, 1.00161, -1.51806], [-1.73784, -0.11575, 2.40217], [0.03903, -0.95957, 2.31233], [1.09324, 1.51543, 0.28625], [2.30820, -2.02313, -0.31993], [1.84206, -0.87472, -1.39711], [-1.32414, 1.19707, -2.50693], [-1.88673, 1.36580, -0.83043]], "lowdin_charge": [-0.07, 0.00, -0.41, 0.00, 0.01, 0.05, -0.08, 0.04, 0.12, 0.17, 0.03, 0.04, 0.03, 0.07]}

---

three.
{"formula": "C4H7N3", "method": "ωB97M-V/def2-TZVPD", "homo_ev": -8.8487, "gap_ev": 9.436, "elements": ["H", "N", "N", "C", "C", "N", "C", "C", "H", "H", "H", "H", "H", "H"], "coordinates": [[-1.40830, 2.69028, -0.29266], [-2.42293, 2.46539, -0.38012], [-2.58034, 1.63115, -1.29176], [-1.42944, 1.14829, -1.90602], [-0.69526, 0.36044, -1.27724], [-0.06749, -0.55674, -0.61126], [0.68029, -0.30870, 0.62375], [2.00127, -1.04760, 0.56669], [-0.37955, -1.50629, -0.76226], [0.80985, 0.77272, 0.72901], [0.06694, -0.64410, 1.47004], [2.62106, -0.64036, -0.23634], [1.82295, -2.10800, 0.35698], [2.54085, -0.97228, 1.51320]], "lowdin_charge": [0.04, 0.01, -0.13, -0.11, -0.12, 0.01, -0.23, -0.09, 0.15, 0.12, 0.12, 0.08, 0.07, 0.08]}

---

four.
{"formula": "C4H7N3", "method": "ωB97M-V/def2-TZVPD", "homo_ev": -8.2386, "gap_ev": 9.129, "elements": ["C", "N", "C", "C", "C", "N", "N", "H", "H", "H", "H", "H", "H", "H"], "coordinates": [[-0.83271, -0.16232, 2.15479], [-0.08167, -0.15868, 0.91487], [0.83611, -1.07820, 0.50109], [1.27717, -0.76134, -0.77772], [0.21945, 0.82100, -2.32379], [0.50898, 0.36132, -0.97803], [-0.30426, 0.74850, 0.00250], [-1.55565, 0.65285, 2.13434], [-0.15483, -0.04726, 3.00332], [-1.35445, -1.11934, 2.23559], [1.01612, -1.95815, 1.10136], [-0.52647, 1.61526, -2.29616], [1.13518, 1.13494, -2.82424], [-0.18296, -0.04858, -2.84792]], "lowdin_charge": [-0.01, -0.21, -0.13, -0.07, -0.05, -0.25, 0.11, 0.09, 0.09, 0.09, 0.09, 0.08, 0.08, 0.08]}

---

Short version: one is the most stable of them.

---

one.
{"formula": "C4H7N3", "method": "ωB97M-V/def2-TZVPD", "homo_ev": [-8.5930, -8.4219], "gap_ev": [7.820, 7.858], "elements": ["C", "C", "C", "H", "H", "H", "H", "H", "H", "N", "N", "C", "N", "H"], "coordinates": [[0.65726, -0.32379, -1.44568], [-0.38240, 0.37277, -0.70426], [-0.97444, 1.55822, -0.87517], [0.85221, 0.54964, 0.84049], [0.39990, -1.32865, -1.78418], [0.77903, 0.15877, -2.42241], [1.73752, -0.52844, -0.38052], [-1.00971, 2.08665, -1.82082], [-1.27248, 2.12209, 0.00587], [0.44895, 0.34723, 1.91224], [0.79807, -0.84189, 2.31792], [-1.08505, -0.65414, 0.78278], [-1.44018, -1.75324, 0.95183], [0.49131, -1.76522, 2.62190]], "lowdin_charge": [-0.10, -0.33, 0.03, 0.05, 0.06, 0.08, 0.23, 0.07, 0.07, -0.04, -0.04, -0.22, 0.06, 0.07]}

---

two.
{"formula": "C4H7N3", "method": "ωB97M-V/def2-TZVPD", "homo_ev": -8.0887, "gap_ev": 8.462, "elements": ["C", "C", "C", "C", "N", "N", "N", "H", "H", "H", "H", "H", "H", "H"], "coordinates": [[-1.60336, 1.00360, 0.07880], [-1.11652, -0.36323, 0.45614], [0.72432, -1.46468, 0.39848], [1.68194, -1.11918, -0.54249], [1.94718, 0.20852, -0.41304], [1.18333, 0.81712, 0.44401], [0.39201, -0.21763, 0.91798], [-2.66015, 0.95562, -0.19359], [-1.44553, 1.68350, 0.91456], [-1.03995, 1.37244, -0.78518], [-1.60404, -0.83467, 1.30765], [-1.28293, -1.05141, -0.39951], [2.13258, -1.71754, -1.31456], [2.69112, 0.72753, -0.86925]], "lowdin_charge": [-0.11, -0.22, -0.12, -0.15, 0.00, 0.05, -0.13, 0.08, 0.07, 0.07, 0.11, 0.10, 0.08, 0.16]}

---

Short version: two is the most stable of them.